No. 1
This record from OMol25 describes one molecule with the formula C5H8S3. The level of theory is ωB97M-V/def2-TZVPD.

Last column: natural (NBO) charge in e.
CARTESIAN COORDINATES (ANGSTROEM)
S: 2.64 -0.89 0.23  0.096
C: 1.16 -0.34 0.02  -0.088
C: 0.53 -0.39 -1.36  -0.526
C: -1.01 -0.41 -1.32  -0.557
S: -1.69 1.13 -0.69  0.231
C: -0.49 1.38 0.65  -0.553
C: 0.37 0.15 1.10  -0.377
S: -0.48 -1.49 1.75  -0.051
H: 1.08 -1.16 -1.97  0.257
H: 0.81 0.53 -1.88  0.243
H: -1.54 -0.53 -2.35  0.247
H: -1.35 -1.29 -0.77  0.221
H: 0.42 1.97 0.31  0.213
H: -1.02 1.89 1.47  0.246
H: 1.08 0.65 1.75  0.259
H: -0.52 -1.21 3.04  0.138

Computed properties:
LUMO level = -0.0158 hartree
Net charge = 0
ΔE to the lowest compared entry with this formula, charge and spin = 27.2 kcal/mol
E_HOMO = -8.75 eV
Frontier orbital gap = 8.32 eV



No. 2
This record from OMol25 describes C37H95N5O13 as an isolated structure. The level of theory is ωB97M-V/def2-TZVPD.

Last column: Mulliken charge in e.
CARTESIAN COORDINATES (ANGSTROEM)
C: -1.48 -0.97 -3.42  -1.933
O: -0.43 -0.60 -4.23  -0.812
H: -2.31 -0.30 -3.63  0.864
H: -1.64 -2.03 -3.63  0.959
H: -1.24 -0.95 -2.36  -1.937
H: -0.87 -0.46 -5.07  0.773
C: -1.13 2.91 9.51  -1.161
O: -0.50 2.54 8.25  -0.415
C: -0.88 1.38 7.67  -1.034
C: -0.19 1.11 6.39  -0.384
N: -0.14 -0.27 5.83  -0.336
C: -1.41 -0.86 5.53  -0.045
C: -1.25 -1.92 4.38  -1.279
O: -0.41 -1.46 3.44  0.430
C: -0.04 -2.51 2.66  -0.858
H: -1.01 2.05 10.18  0.439
H: -2.22 3.02 9.46  0.358
H: -0.89 3.85 9.99  0.397
H: -1.97 1.30 7.68  0.508
H: -0.60 0.64 8.42  0.439
H: 0.87 1.36 6.49  0.395
H: -0.63 1.74 5.62  0.322
H: 0.31 -0.09 4.94  0.110
H: -2.06 -0.13 5.04  -0.127
H: -1.88 -1.13 6.47  0.447
H: -2.15 -2.44 4.04  0.476
H: -0.77 -2.70 4.99  0.554
H: 0.53 -3.19 3.30  0.306
H: 0.50 -2.12 1.80  0.829
H: -0.95 -2.91 2.20  0.334
C: -2.58 2.00 -0.33  -0.787
O: -2.40 2.54 -1.64  -0.490
C: -2.30 1.45 -2.58  -0.339
C: -1.98 1.99 -4.03  -1.185
N: -0.62 2.57 -4.12  -0.163
C: 0.45 1.63 -3.81  1.592
C: 1.79 2.42 -3.99  -1.261
O: 2.06 3.51 -3.05  -0.469
C: 1.99 3.14 -1.70  -0.387
H: -1.72 1.39 -0.05  -0.697
H: -3.54 1.49 -0.29  0.689
H: -2.48 2.80 0.41  -0.607
H: -3.18 0.82 -2.73  1.118
H: -1.55 0.72 -2.29  -0.407
H: -2.63 2.81 -4.34  0.469
H: -2.09 1.14 -4.71  0.277
H: -0.57 3.37 -3.50  0.489
H: 0.48 0.71 -4.40  -1.417
H: 0.33 1.38 -2.75  0.614
H: 1.84 2.89 -4.97  0.563
H: 2.50 1.60 -4.00  0.349
H: 2.93 3.11 -1.15  0.247
H: 1.35 2.29 -1.44  0.994
H: 1.48 4.02 -1.30  0.315
C: 2.59 -0.24 -2.93  -0.974
O: 2.88 0.72 -1.88  -0.515
C: 1.85 0.92 -0.90  1.517
C: 2.28 1.63 0.40  -1.782
N: 3.38 1.13 1.19  -0.382
C: 3.37 -0.28 1.53  1.051
C: 4.71 -0.64 2.20  -1.154
O: 5.79 -1.00 1.24  -0.237
C: 7.01 -1.32 1.85  -0.872
H: 2.55 -1.19 -2.40  0.005
H: 3.39 -0.23 -3.67  0.729
H: 1.62 -0.02 -3.38  -1.144
H: 1.48 -0.04 -0.54  -0.438
H: 0.98 1.39 -1.37  -1.016
H: 1.48 1.55 1.14  0.166
H: 2.38 2.71 0.26  0.820
H: 4.29 1.32 0.79  0.399
H: 3.25 -0.87 0.62  -0.251
H: 2.50 -0.43 2.16  -0.400
H: 4.55 -1.30 3.05  0.509
H: 5.17 0.21 2.69  0.435
H: 6.88 -1.95 2.73  0.341
H: 7.36 -0.44 2.40  0.347
H: 7.83 -1.70 1.24  0.252
C: 1.79 -2.61 -1.86  -0.125
O: 2.73 -3.07 -2.80  -0.581
C: 2.92 -2.24 -3.94  -1.486
C: 1.77 -1.93 -4.96  0.343
N: 2.19 -1.03 -6.05  -0.284
C: 0.99 -0.69 -6.81  -0.232
C: 0.83 -1.70 -7.92  -0.971
O: 2.05 -1.95 -8.63  -0.409
C: 1.80 -2.85 -9.79  -0.791
H: 1.77 -1.53 -1.79  -0.298
H: 2.16 -2.97 -0.90  0.780
H: 0.76 -2.94 -1.98  0.922
H: 3.69 -2.74 -4.53  0.513
H: 3.36 -1.31 -3.60  0.595
H: 1.07 -1.38 -4.33  -0.152
H: 1.26 -2.84 -5.26  0.453
H: 2.62 -1.65 -6.73  0.529
H: 1.24 0.21 -7.37  0.212
H: 0.00 -0.51 -6.39  -0.091
H: 0.01 -1.39 -8.57  0.486
H: 0.64 -2.71 -7.56  0.398
H: 1.49 -2.38 -10.72  0.295
H: 1.20 -3.73 -9.55  0.320
H: 2.76 -3.25 -10.11  0.294
C: -1.70 4.49 7.93  -0.998
O: -2.09 4.34 6.59  -0.423
C: -2.62 3.02 6.33  1.613
C: -3.28 2.98 4.93  -1.014
N: -2.27 2.71 3.91  0.040
C: -2.87 2.66 2.52  -0.709
C: -3.41 1.29 2.26  -0.060
O: -3.70 0.98 0.87  -0.429
C: -2.96 0.00 0.21  -0.912
H: -1.51 5.55 8.10  0.337
H: -0.80 3.91 8.15  0.539
H: -2.50 4.25 8.63  0.322
H: -3.36 2.85 7.12  0.741
H: -1.81 2.29 6.34  -1.674
H: -3.75 3.94 4.74  0.414
H: -4.02 2.20 5.12  0.332
H: -1.50 3.36 4.01  0.322
H: -2.20 2.94 1.71  0.553
H: -3.68 3.37 2.38  0.285
H: -4.32 1.16 2.85  0.529
H: -2.89 0.41 2.64  -0.022
H: -3.43 -0.32 -0.72  0.337
H: -2.93 -0.95 0.74  0.020
H: -1.91 0.28 0.11  0.207
C: -0.37 -0.93 0.87  -0.202
C: -0.27 -0.44 -0.54  2.466
C: 0.62 -1.30 -1.42  -0.588
O: -1.54 -0.69 -0.90  0.739
H: -0.91 -0.17 1.44  0.219
H: 0.60 -0.92 1.37  -0.797
H: -0.78 -1.93 0.98  -0.335
H: -0.06 0.63 -0.44  0.083
H: 1.66 -1.44 -1.14  -0.076
H: 0.64 -0.68 -2.32  2.190
H: 0.16 -2.27 -1.63  -1.694
H: -1.64 -1.65 -0.91  1.951
C: -1.63 -3.87 -2.68  -1.979
C: -2.10 -3.03 -1.46  0.773
C: -3.23 -3.74 -0.73  -1.501
O: -1.01 -2.89 -0.58  -0.609
H: -0.67 -3.56 -3.08  0.379
H: -2.39 -3.84 -3.45  0.378
H: -1.35 -4.86 -2.32  0.458
H: -2.39 -2.10 -1.94  -0.239
H: -4.01 -3.91 -1.47  0.436
H: -3.46 -3.06 0.09  0.306
H: -3.03 -4.70 -0.24  0.301
H: -0.73 -3.80 -0.43  0.746

Computed properties:
LUMO level = 0.0009 hartree
Net charge = 0
ΔE to the lowest compared entry with this formula, charge and spin = 1124.1 kcal/mol
E_HOMO = -6.86 eV
Frontier orbital gap = 6.88 eV



No. 3
This record from OMol25 describes C6H8CrO10 as an isolated structure. The level of theory is ωB97M-V/def2-TZVPD.

Last column: natural (NBO) charge in e.
CARTESIAN COORDINATES (ANGSTROEM)
Cr: 0.20 -0.01 0.44  1.198
C: -3.71 -0.86 -0.62  -0.707
C: -2.35 -0.54 -0.10  0.733
O: -1.80 0.59 -0.19  -0.729
O: -1.51 -1.35 0.39  -0.731
H: -3.78 -1.77 -1.22  0.209
H: -3.96 0.01 -1.23  0.216
H: -4.53 -0.80 0.10  0.204
C: 1.85 0.95 -3.27  -0.708
C: 1.13 0.67 -1.92  0.761
O: 0.86 1.49 -1.02  -0.718
O: 0.68 -0.43 -1.57  -0.720
H: 2.44 0.16 -3.75  0.199
H: 2.54 1.80 -3.23  0.204
H: 1.06 1.11 -4.00  0.206
O: -0.77 1.69 3.88  -0.718
C: -0.27 1.15 2.82  0.945
O: 0.08 1.74 1.80  -0.773
O: -0.24 -0.05 2.59  -0.736
H: -0.89 2.65 3.86  0.484
O: 3.56 -2.07 1.52  -0.727
C: 2.47 -1.32 1.23  0.945
O: 2.32 -0.09 1.16  -0.752
O: 1.41 -1.78 0.83  -0.765
H: 3.22 -2.97 1.53  0.481

Computed properties:
LUMO level (alpha / beta) = 0.2066 / 0.2060 hartree
Net charge = -2
E_HOMO (alpha / beta) = 1.87 / -1.00 eV
Frontier orbital gap (alpha / beta) = 3.75 / 6.61 eV
2S+1 = 5



No. 4
This record from OMol25 describes one molecule with the formula C17H25N3O2. The level of theory is ωB97M-V/def2-TZVPD.

Last column: natural (NBO) charge in e.
CARTESIAN COORDINATES (ANGSTROEM)
C: -1.61 -3.80 -0.40  -0.612
C: -0.16 -3.34 -0.56  -0.395
C: 0.13 -2.01 0.16  0.049
C: 0.32 -2.24 1.66  -0.606
C: 1.48 -1.44 -0.34  0.693
O: 2.27 -2.09 -1.00  -0.633
N: 1.70 -0.18 0.06  -0.620
C: 2.89 0.58 -0.25  -0.065
C: 3.65 0.99 1.03  -0.411
C: 3.31 2.46 1.23  -0.403
C: 3.27 3.00 -0.20  -0.401
C: 2.54 1.90 -0.97  -0.413
N: -0.89 -1.01 -0.16  -0.450
C: -0.85 -0.49 -1.52  -0.423
C: -1.90 -0.65 0.66  0.657
O: -2.18 -1.18 1.72  -0.610
C: -2.69 0.56 0.23  0.114
C: -4.08 0.50 0.24  -0.217
C: -4.79 1.65 -0.06  -0.166
C: -4.09 2.81 -0.34  -0.251
C: -2.71 2.77 -0.31  0.039
N: -2.02 1.67 -0.04  -0.432
H: -2.28 -3.13 -0.92  0.196
H: -1.90 -3.83 0.65  0.214
H: -1.72 -4.80 -0.82  0.214
H: 0.08 -3.25 -1.62  0.214
H: 0.52 -4.09 -0.14  0.220
H: -0.50 -2.80 2.08  0.240
H: 0.40 -1.29 2.20  0.215
H: 1.25 -2.79 1.81  0.217
H: 0.99 0.29 0.60  0.402
H: 3.50 -0.08 -0.88  0.238
H: 3.37 0.37 1.87  0.217
H: 4.72 0.88 0.87  0.208
H: 4.04 2.98 1.85  0.213
H: 2.33 2.56 1.69  0.193
H: 2.76 3.96 -0.27  0.211
H: 4.29 3.11 -0.57  0.197
H: 2.82 1.88 -2.02  0.218
H: 1.46 2.06 -0.91  0.205
H: -0.15 -1.08 -2.11  0.222
H: -0.54 0.55 -1.54  0.224
H: -1.84 -0.56 -1.98  0.206
H: -4.58 -0.43 0.49  0.234
H: -5.87 1.64 -0.07  0.221
H: -4.61 3.73 -0.57  0.223
H: -2.11 3.65 -0.50  0.194

Computed properties:
LUMO level = 0.0230 hartree
Net charge = 0
ΔE to the lowest compared entry with this formula, charge and spin = 23.1 kcal/mol
E_HOMO = -9.09 eV
Frontier orbital gap = 9.72 eV



No. 5
This record from OMol25 describes a 2-piece molecular cluster, C4H12NOS overall. The level of theory is ωB97M-V/def2-TZVPD.

Last column: natural (NBO) charge in e.
CARTESIAN COORDINATES (ANGSTROEM)
C: 0.93 -0.29 -1.53  -0.408
C: 2.16 -0.84 -0.75  -0.526
S: 3.61 -0.93 -1.91  -0.733
C: -0.38 -0.38 -0.71  -0.220
N: -0.38 0.51 0.45  -0.669
C: -0.61 -0.14 1.72  -0.419
H: 1.04 0.77 -1.74  0.187
H: 0.80 -0.92 -2.40  0.210
H: 1.91 -1.88 -0.52  0.180
H: 2.30 -0.14 0.08  0.163
H: -1.18 -0.08 -1.40  0.171
H: -0.58 -1.42 -0.42  0.168
H: 0.47 1.04 0.48  0.370
H: 0.21 -0.84 2.00  0.168
H: -1.42 -0.87 1.65  0.187
H: -0.69 0.54 2.56  0.196
H: -2.03 1.64 0.69  0.493
H: -3.48 1.86 0.96  0.449
O: -2.69 2.34 0.79  -0.966

Computed properties:
LUMO level = 0.1191 hartree
Net charge = -1
ΔE to the lowest compared entry with this formula, charge and spin = 21.0 kcal/mol
E_HOMO = -2.39 eV
Frontier orbital gap = 5.63 eV



| no. | largest force on an atom (eV/A) |
| --- | --- |
| 1 | 2.71 |
| 2 | 15.04 |
| 3 | 7.75 |
| 4 | 0.54 |
| 5 | 2.43 |